Density functional theory data (ωB97M-V/def2-TZVPD) for a molecular structure, C36H90BaN7O15.

Its highest occupied orbital energy is -9.475 eV. The value obtained for the molar mass is 998.5 g mol⁻¹. The electronic energy is -80609.959 eV. The calculation puts the energy relative to the best compared isomer or geometry (same formula, charge and spin) at 251.12 kJ/mol. Its frontier orbital gap is 0.193 Eh. For the largest force on an atom, the calculation gives 5.9 eV Å⁻¹.

```
! wB97M-V def2-TZVPD RIJCOSX def2/J DEFGRID3
* xyz 1 1
Ba -4.61 2.04 0.43
N -1.26 -0.16 0.54
O -0.15 0.33 0.49
O -2.21 0.56 0.76
O -1.51 -1.41 0.34
C -3.45 3.53 3.78
O -3.11 3.52 2.40
C -1.92 4.29 2.05
C -1.54 3.91 0.62
N -2.67 4.13 -0.30
C -2.29 3.99 -1.69
C -2.00 2.47 -2.08
O -3.20 1.73 -1.89
C -3.12 0.44 -2.52
H -2.67 3.01 4.33
H -4.42 3.07 3.94
H -3.56 4.60 3.98
H -1.21 4.01 2.83
H -2.20 5.34 2.11
H -1.24 2.86 0.60
H -0.66 4.52 0.43
H -3.13 5.01 -0.09
H -1.44 4.67 -1.76
H -3.06 4.42 -2.33
H -1.13 2.07 -1.55
H -1.75 2.41 -3.14
H -2.80 0.59 -3.55
H -4.06 -0.11 -2.45
H -2.36 -0.22 -2.10
C 2.86 -4.52 -4.57
O 3.19 -3.14 -4.37
C 4.52 -2.87 -4.68
C 4.89 -1.39 -4.35
N 4.80 -1.03 -2.91
C 5.21 0.31 -2.64
C 5.20 0.50 -1.10
O 3.90 0.30 -0.51
C 3.77 0.42 0.93
H 1.83 -4.83 -4.43
H 3.42 -5.17 -3.89
H 3.06 -4.75 -5.61
H 4.64 -2.95 -5.76
H 5.25 -3.50 -4.17
H 4.20 -0.79 -4.93
H 5.91 -1.26 -4.70
H 4.03 -1.34 -2.34
H 4.64 1.06 -3.20
H 6.26 0.37 -2.94
H 5.41 1.54 -0.84
H 5.87 -0.17 -0.55
H 2.71 0.46 1.17
H 4.34 1.27 1.30
H 4.07 -0.50 1.44
C 1.70 -2.45 1.90
O 0.41 -3.05 1.92
C -0.10 -3.09 3.22
C -1.65 -3.08 3.34
N -2.16 -4.37 2.81
C -3.60 -4.46 2.90
C -4.11 -5.77 2.22
O -3.95 -5.57 0.80
C -5.15 -5.89 0.11
H 2.31 -2.69 2.77
H 1.55 -1.38 1.93
H 2.15 -2.76 0.95
H 0.23 -2.20 3.75
H 0.36 -3.85 3.85
H -2.12 -2.23 2.86
H -1.83 -3.13 4.41
H -1.84 -5.15 3.37
H -3.95 -3.52 2.49
H -3.89 -4.45 3.95
H -5.15 -5.91 2.53
H -3.54 -6.63 2.59
H -5.01 -5.91 -0.97
H -5.79 -5.02 0.27
H -5.59 -6.83 0.43
C 0.93 -1.59 -1.92
O 0.06 -2.68 -2.18
C -0.38 -2.71 -3.52
C -1.36 -3.89 -3.85
N -2.42 -3.80 -2.88
C -3.58 -4.63 -3.25
C -3.33 -6.11 -3.13
O -2.82 -6.48 -1.86
C -3.10 -7.88 -1.55
H 1.79 -1.80 -2.55
H 1.20 -1.52 -0.86
H 0.47 -0.64 -2.17
H 0.45 -2.72 -4.23
H -0.99 -1.81 -3.61
H -0.85 -4.85 -3.81
H -1.79 -3.77 -4.84
H -2.83 -2.90 -3.10
H -3.88 -4.37 -4.27
H -4.44 -4.35 -2.64
H -2.64 -6.47 -3.89
H -4.27 -6.61 -3.38
H -2.73 -8.58 -2.30
H -4.17 -7.98 -1.38
H -2.52 -8.13 -0.66
C 2.14 2.23 -1.88
O 3.20 3.18 -1.80
C 3.23 3.92 -0.57
C 1.95 4.76 -0.32
N 2.01 6.12 -0.87
C 1.79 5.98 -2.30
C 2.05 7.29 -2.97
O 0.92 8.13 -3.00
C 1.15 9.40 -3.55
H 1.95 1.66 -0.97
H 2.42 1.56 -2.69
H 1.17 2.65 -2.11
H 4.08 4.60 -0.58
H 3.36 3.31 0.33
H 1.84 4.83 0.76
H 1.05 4.27 -0.68
H 1.31 6.77 -0.53
H 0.81 5.58 -2.57
H 2.46 5.24 -2.73
H 2.40 7.06 -3.98
H 2.89 7.75 -2.46
H 0.33 10.12 -3.48
H 1.47 9.46 -4.59
H 1.92 9.89 -2.94
C -0.49 -0.92 7.68
O -0.62 0.48 7.39
C -1.73 0.81 6.47
C -1.28 0.58 5.04
N -0.25 1.54 4.74
C 0.29 1.40 3.39
C 1.48 2.31 3.18
O 2.63 1.77 3.82
C 3.74 2.60 3.71
H 0.47 -1.12 8.16
H -0.48 -1.58 6.82
H -1.21 -1.20 8.45
H -2.02 1.85 6.57
H -2.61 0.22 6.74
H -2.12 0.63 4.34
H -0.90 -0.44 4.97
H 0.53 1.31 5.34
H -0.47 1.65 2.64
H 0.55 0.36 3.18
H 1.28 3.29 3.60
H 1.64 2.33 2.10
H 4.06 2.81 2.69
H 4.64 2.09 4.07
H 3.66 3.53 4.27
*
```

Atomic partial charges in e from the Löwdin method, atoms 1 to 5: 1.943, -0.591, 0.000, -0.227, 0.008


Density functional theory data (ωB97M-V/def2-TZVPD) for 7 unconnected molecules or ions with the total composition C36H90F2N7O16S2.

Its highest occupied orbital energy is -5.652 eV. The value obtained for the molar mass is 979.3 g mol⁻¹. The electronic energy is -109072.237 eV. Its frontier orbital gap is 0.291 Eh. For the largest force on an atom, the calculation gives 11.2 eV Å⁻¹.

```
! wB97M-V def2-TZVPD RIJCOSX def2/J DEFGRID3
* xyz -1 1
N -14.62 -39.96 37.92
S -15.51 -40.75 38.76
O -15.61 -42.25 38.74
O -16.65 -39.97 39.31
F -14.49 -40.66 40.01
S -15.24 -40.41 36.36
O -16.71 -40.17 36.18
O -14.58 -41.57 35.81
F -14.45 -39.17 35.51
C -20.04 -50.79 39.56
O -20.26 -50.92 40.96
C -19.36 -50.36 41.86
C -19.55 -48.89 42.00
N -18.48 -47.99 42.43
C -17.39 -48.09 41.48
C -16.57 -46.75 41.59
O -17.35 -45.57 41.58
C -16.69 -44.38 41.92
H -19.05 -51.22 39.43
H -19.98 -49.71 39.40
H -20.67 -51.43 38.95
H -18.37 -50.67 41.54
H -19.43 -50.68 42.89
H -20.34 -48.71 42.74
H -19.91 -48.35 41.12
H -18.65 -47.00 42.48
H -17.68 -48.05 40.42
H -16.88 -49.01 41.75
H -15.84 -46.80 40.79
H -15.79 -46.71 42.36
H -16.05 -44.61 42.77
H -17.49 -43.66 42.09
H -16.15 -44.00 41.06
C -12.34 -35.51 36.27
O -13.10 -36.61 36.85
C -14.33 -36.18 37.35
C -14.20 -36.12 38.85
N -14.12 -37.51 39.32
C -14.32 -37.50 40.78
C -12.89 -37.40 41.42
O -11.97 -38.33 40.87
C -10.80 -38.48 41.68
H -11.38 -35.86 35.90
H -12.03 -34.80 37.04
H -12.81 -34.84 35.55
H -14.99 -37.01 37.09
H -14.81 -35.38 36.79
H -15.11 -35.70 39.27
H -13.29 -35.57 39.09
H -14.79 -38.15 38.91
H -14.71 -38.51 40.87
H -15.08 -36.86 41.23
H -12.90 -37.26 42.51
H -12.41 -36.48 41.08
H -10.29 -39.41 41.42
H -10.90 -38.63 42.76
H -10.19 -37.68 41.25
C -11.10 -42.44 40.57
O -11.09 -42.16 39.09
C -10.90 -43.20 38.23
C -10.62 -42.76 36.78
N -9.89 -41.44 36.51
C -9.49 -41.16 35.16
C -10.65 -40.82 34.28
O -11.24 -39.48 34.65
C -11.98 -38.94 33.53
H -12.04 -42.80 41.00
H -11.06 -41.39 40.88
H -10.21 -42.84 41.06
H -11.82 -43.75 38.41
H -10.07 -43.81 38.57
H -11.54 -42.82 36.19
H -10.07 -43.50 36.20
H -8.96 -41.52 36.90
H -8.82 -41.87 34.68
H -8.97 -40.21 35.29
H -11.41 -41.60 34.37
H -10.34 -40.86 33.24
H -11.20 -38.63 32.83
H -12.53 -38.07 33.89
H -12.77 -39.59 33.17
C -12.51 -39.13 46.04
O -13.59 -39.29 45.09
C -14.01 -40.63 44.89
C -15.12 -40.70 43.85
N -16.29 -40.02 44.38
C -17.38 -40.04 43.34
C -18.16 -38.71 43.41
O -17.19 -37.63 43.33
C -17.68 -36.37 43.45
H -12.81 -39.66 46.94
H -12.35 -38.12 46.43
H -11.54 -39.39 45.63
H -14.24 -41.14 45.82
H -13.13 -41.11 44.47
H -15.42 -41.74 43.76
H -14.89 -40.25 42.88
H -15.96 -39.07 44.45
H -18.15 -40.80 43.43
H -16.98 -40.07 42.33
H -18.55 -38.63 44.43
H -18.95 -38.72 42.66
H -18.54 -36.42 42.79
H -16.98 -35.67 43.00
H -18.01 -35.97 44.41
C -12.15 -45.80 29.97
O -12.10 -45.37 31.29
C -10.85 -45.56 31.91
C -10.82 -44.57 33.12
N -11.68 -44.79 34.29
C -13.08 -44.34 34.24
C -13.71 -44.85 35.57
O -13.29 -46.23 35.77
C -14.13 -46.99 36.73
H -13.16 -45.43 29.78
H -12.13 -46.87 29.76
H -11.64 -45.07 29.33
H -10.07 -45.38 31.16
H -10.89 -46.63 32.09
H -11.07 -43.58 32.73
H -9.84 -44.16 33.39
H -11.81 -45.79 34.38
H -13.52 -44.62 33.28
H -13.16 -43.25 34.16
H -14.77 -44.58 35.61
H -13.37 -44.40 36.50
H -15.17 -46.80 36.47
H -14.02 -46.53 37.71
H -13.90 -48.05 36.66
C -17.49 -34.28 39.08
O -17.50 -35.35 38.20
C -18.31 -36.49 38.67
C -18.13 -37.77 37.73
N -18.77 -37.79 36.42
C -18.39 -36.75 35.57
C -18.93 -37.03 34.09
O -18.28 -38.21 33.49
C -17.03 -37.95 33.02
H -17.21 -34.50 40.11
H -18.48 -33.81 39.05
H -16.67 -33.64 38.75
H -19.34 -36.17 38.79
H -17.97 -36.83 39.65
H -18.31 -38.64 38.35
H -17.04 -37.84 37.65
H -18.52 -38.65 35.97
H -17.31 -36.66 35.51
H -18.82 -35.78 35.82
H -18.87 -36.19 33.40
H -20.01 -37.18 34.01
H -16.81 -38.49 32.10
H -16.30 -38.20 33.79
H -16.96 -36.89 32.77
*
```

Atomic partial charges in e from the Löwdin method, atoms 1 to 5: -0.246, 0.433, -0.327, -0.330, -0.222


Density functional theory data (ωB97M-V/def2-TZVPD) for a molecular structure, C36H90N6O16SSn2.

Its highest occupied orbital energy is -10.443 eV. The value obtained for the molar mass is 1132.6 g mol⁻¹. The electronic energy is -102950.073 eV. The calculation puts the energy relative to the best compared isomer or geometry (same formula, charge and spin) at 1923.08 kJ/mol. Its frontier orbital gap is 0.050 Eh. For the largest force on an atom, the calculation gives 3.5 eV Å⁻¹.

```
! wB97M-V def2-TZVPD RIJCOSX def2/J DEFGRID3
* xyz 2 1
Sn 3.10 4.12 1.47
Sn 3.11 -2.90 -1.42
S -0.07 0.59 0.29
O -0.73 0.20 -0.96
O 1.37 0.37 0.25
O -0.24 2.03 0.46
O -0.78 -0.09 1.37
C 4.42 -2.01 -6.25
O 3.28 -1.58 -5.55
C 2.20 -1.22 -6.37
C 1.11 -0.35 -5.70
N 1.61 0.41 -4.58
C 2.22 1.70 -5.02
C 1.17 2.75 -5.51
O 1.79 4.10 -5.69
C 2.56 4.25 -6.98
H 5.08 -1.26 -6.69
H 3.93 -2.74 -6.91
H 5.01 -2.76 -5.73
H 1.82 -2.02 -7.00
H 2.51 -0.53 -7.16
H 0.35 -1.01 -5.27
H 0.47 0.13 -6.44
H 0.94 0.58 -3.85
H 3.04 1.53 -5.71
H 2.65 2.20 -4.15
H 0.27 2.73 -4.90
H 0.65 2.35 -6.39
H 3.15 3.33 -7.02
H 3.17 5.10 -6.68
H 1.84 4.35 -7.79
C 3.62 -6.81 -3.99
O 4.07 -6.55 -2.57
C 5.06 -7.47 -2.02
C 4.79 -7.50 -0.49
N 5.28 -6.26 0.09
C 5.09 -6.40 1.54
C 3.55 -6.31 2.09
O 2.77 -5.36 1.42
C 1.44 -5.43 1.97
H 3.05 -5.95 -4.33
H 2.91 -7.63 -4.17
H 4.45 -7.06 -4.65
H 5.96 -6.87 -2.18
H 5.18 -8.47 -2.42
H 5.08 -8.47 -0.10
H 3.71 -7.62 -0.47
H 6.20 -5.88 -0.08
H 5.61 -5.62 2.10
H 5.41 -7.38 1.90
H 3.81 -6.09 3.13
H 3.13 -7.31 1.99
H 1.60 -5.08 2.98
H 0.89 -6.37 2.08
H 0.84 -4.66 1.48
C 5.93 3.21 -2.28
O 5.17 4.29 -2.03
C 5.54 5.36 -2.90
C 4.82 6.68 -2.42
N 3.33 6.57 -2.34
C 2.77 7.90 -2.04
C 1.33 7.80 -1.37
O 1.30 6.93 -0.32
C -0.03 6.41 0.07
H 5.88 2.58 -1.38
H 7.00 3.44 -2.28
H 5.59 2.70 -3.18
H 5.31 5.12 -3.94
H 6.61 5.58 -2.93
H 5.17 7.35 -3.20
H 5.31 7.14 -1.56
H 2.84 6.23 -3.15
H 2.73 8.50 -2.95
H 3.44 8.39 -1.34
H 0.69 7.43 -2.17
H 0.93 8.79 -1.17
H -0.50 5.88 -0.76
H -0.60 7.26 0.45
H 0.02 5.77 0.95
C -8.20 -8.66 3.70
O -6.98 -7.98 3.47
C -6.53 -7.69 2.08
C -5.35 -6.68 2.14
N -5.87 -5.30 2.00
C -6.53 -4.63 3.12
C -5.53 -4.08 4.22
O -5.17 -2.69 4.00
C -3.93 -2.46 4.68
H -8.10 -9.06 4.71
H -8.37 -9.51 3.05
H -9.04 -7.97 3.64
H -7.36 -7.28 1.51
H -6.20 -8.67 1.71
H -4.78 -6.85 1.22
H -4.61 -6.61 2.92
H -6.42 -5.27 1.15
H -7.31 -5.25 3.55
H -7.11 -3.76 2.81
H -4.67 -4.74 4.29
H -6.07 -4.20 5.16
H -3.22 -3.26 4.48
H -3.98 -2.53 5.77
H -3.49 -1.50 4.43
C 5.67 0.76 3.54
O 4.34 1.21 3.86
C 3.59 0.32 4.68
C 2.47 1.00 5.49
N 1.53 1.73 4.65
C 0.56 2.48 5.44
C 1.14 3.80 5.93
O 1.16 4.84 4.82
C 1.40 6.17 5.23
H 6.25 1.39 2.87
H 5.65 -0.19 3.01
H 6.22 0.59 4.47
H 4.26 -0.12 5.41
H 3.21 -0.54 4.13
H 2.93 1.70 6.19
H 2.02 0.27 6.15
H 1.06 1.22 3.91
H 0.26 1.88 6.30
H -0.19 2.67 4.68
H 2.03 3.65 6.55
H 0.42 4.21 6.64
H 2.43 6.53 5.35
H 0.91 6.45 6.16
H 0.92 6.74 4.44
C -7.59 1.86 -2.99
O -6.35 1.50 -2.45
C -5.31 2.55 -2.51
C -5.29 3.54 -1.33
N -4.61 2.78 -0.20
C -4.92 3.42 1.05
C -6.35 3.31 1.59
O -6.77 1.99 1.29
C -7.94 1.67 2.02
H -8.07 2.69 -2.48
H -8.29 1.02 -2.98
H -7.66 2.09 -4.06
H -5.34 3.12 -3.44
H -4.31 2.18 -2.72
H -6.26 3.98 -1.10
H -4.71 4.41 -1.62
H -3.61 2.87 -0.15
H -4.66 4.47 0.92
H -4.22 3.11 1.84
H -7.08 3.91 1.05
H -6.49 3.49 2.65
H -7.68 1.79 3.07
H -8.19 0.63 1.79
H -8.77 2.36 1.86
*
```

Atomic partial charges in e from the Löwdin method, atoms 1 to 5: 1.490, 1.311, 0.144, -0.272, -0.373


> Which of these has the lowest electronic energy?

C36H90F2N7O16S2